Below is a molecular structure, C57H58FGeN8O3S2W, with properties calculated with the ωB97M-V functional and the def2-TZVPD basis.

For the strongest force on any atom, the calculation gives 0.0389 hartree/bohr. The calculation puts the energy above the lowest of the compared OMol25 structures with the same formula, charge and spin at 0.00 kcal/mol. As for the HOMO energy (alpha / beta): -6.55 / -6.62 eV. Its multiplicity is 1. For the LUMO energy (alpha / beta), the calculation gives -3.1 / -3.1 eV. Its charge is +1.

Geometry as XYZ:
```
131
Properties=species:S:1:pos:R:3:forces:R:3:mulliken_charge:R:1
W 0.09286 0.07086 0.18824 -0.302 -0.327 1.950 1.041
C -1.32424 -2.10272 2.16465 0.057 -0.054 0.033 -1.743
C -0.49360 -1.35871 3.20798 0.067 0.034 -0.148 0.091
C 0.96346 -1.46708 2.88605 -0.087 0.083 0.088 -0.399
C 1.81031 -2.17153 3.73285 0.018 0.005 0.023 -0.718
C 3.15262 -2.30763 3.42759 -0.056 0.039 -0.010 -1.146
C 3.61278 -1.71357 2.26908 0.041 -0.057 -0.033 -0.678
C 2.71816 -1.01451 1.48421 0.011 -0.081 -0.040 -0.350
N 1.41381 -0.88516 1.76060 0.489 -0.215 -0.190 1.370
N -1.68489 -1.25234 1.01632 -0.125 0.167 -0.249 0.599
C -2.12715 -2.12210 -0.09865 0.054 -0.025 -0.005 -1.756
C -2.27526 -1.28509 -1.33694 -0.071 -0.059 0.067 1.052
C -3.22849 -1.59890 -2.29362 0.016 -0.032 -0.072 -1.164
C -3.49830 -0.69844 -3.30615 -0.003 0.054 0.103 -0.576
C -2.87465 0.53988 -3.25617 -0.011 -0.020 0.001 -0.983
C -1.91586 0.76423 -2.28941 0.098 0.091 -0.120 -0.719
N -1.54024 -0.16230 -1.39885 -0.041 -0.077 -0.159 0.398
C -2.80332 -0.31555 1.38054 0.076 0.025 0.118 -0.870
C -2.21988 1.00557 1.76534 -0.015 -0.047 -0.247 0.212
C -2.41277 1.58213 2.97087 -0.078 0.115 0.079 -1.039
C -1.75243 2.85545 3.24647 -0.099 -0.036 -0.069 -0.537
C -0.87912 3.34156 2.36805 -0.155 -0.005 -0.117 -0.946
C -0.51395 2.55869 1.12614 0.136 0.039 0.366 1.844
N -1.44540 1.49362 0.74797 0.071 0.188 -0.029 -0.381
H -2.23675 -2.50624 2.61714 -0.014 0.000 -0.026 0.513
H -0.74200 -2.94177 1.78045 -0.047 -0.023 -0.030 0.484
H -0.67119 -1.78633 4.19492 -0.009 -0.008 -0.005 1.196
H -0.78468 -0.30551 3.23795 -0.031 -0.010 0.066 -0.721
H 1.39738 -2.60833 4.63219 0.001 -0.002 -0.004 0.576
H 3.81862 -2.84924 4.08647 -0.004 -0.020 -0.016 0.414
H 4.65202 -1.76184 1.97368 0.005 0.055 0.022 0.542
H 3.06540 -0.51107 0.59743 -0.026 -0.055 -0.040 0.067
H -3.08976 -2.58989 0.13849 -0.025 0.048 0.009 0.656
H -1.39425 -2.90775 -0.25573 0.012 -0.002 0.009 0.556
H -3.76251 -2.53664 -2.21949 0.001 0.003 0.015 0.536
H -4.22197 -0.93034 -4.07630 -0.019 0.007 0.018 0.456
H -3.12801 1.33215 -3.94638 0.031 -0.016 -0.027 0.500
H -1.43007 1.72209 -2.19678 0.117 -0.053 -0.055 0.457
H -3.42178 -0.74378 2.17285 0.018 -0.071 -0.019 0.406
H -3.41820 -0.17352 0.49176 -0.044 -0.011 0.025 0.340
H -3.09171 1.14067 3.68856 0.034 -0.041 0.000 0.418
H -1.97609 3.38520 4.16550 -0.039 0.030 -0.028 0.350
H -0.38720 4.29740 2.51586 0.002 -0.017 0.049 0.630
H -0.46874 3.27134 0.28933 0.163 -0.024 -0.023 -0.902
C 5.45423 -3.81580 -3.94954 0.014 0.064 -0.005 -1.054
C 4.56188 -2.81118 -4.66617 0.040 -0.110 0.107 -1.144
N 3.84803 -1.93604 -3.73977 0.041 -0.042 0.013 0.282
C 2.65038 -2.36152 -3.23946 -0.008 0.075 -0.072 -0.351
C 1.93780 -1.68626 -2.31313 -0.028 0.058 0.011 -0.041
C 0.73388 -2.30978 -1.67444 0.223 0.065 0.073 -0.070
O 0.05784 -3.13963 -2.25411 0.070 -0.102 0.010 -0.763
O 0.57515 -1.91634 -0.44625 -0.335 -0.091 -0.288 -0.810
C 2.39974 -0.40804 -1.85263 0.064 -0.078 -0.079 0.102
O 1.80927 0.28935 -0.99968 -0.031 0.163 -0.116 0.445
C 3.64797 0.07948 -2.43243 -0.070 -0.067 -0.012 0.928
C 4.11382 1.35116 -2.10884 -0.069 0.056 -0.025 -0.396
C 5.34520 1.75213 -2.54693 0.043 0.030 -0.020 0.022
F 5.77341 3.00647 -2.27059 0.012 -0.013 0.002 -0.449
C 6.18418 0.89934 -3.25999 -0.021 0.036 0.104 -1.675
C 5.69662 -0.34245 -3.64070 -0.023 0.021 -0.052 -0.684
C 4.40354 -0.74520 -3.28686 0.008 0.012 -0.086 0.910
N 7.53332 1.24725 -3.57967 -0.029 0.042 -0.064 0.437
C 7.77521 1.74414 -4.92086 0.033 -0.023 0.112 -0.482
C 9.24120 1.53929 -5.25914 -0.139 -0.014 -0.110 -0.801
N 10.06724 2.27245 -4.23469 -0.037 -0.136 0.034 -0.116
C 9.76405 1.77727 -2.84212 -0.111 -0.004 0.145 -1.027
C 8.28449 1.99897 -2.58878 0.022 -0.148 -0.102 0.093
H 5.97821 -4.44186 -4.67207 -0.001 -0.008 0.008 0.405
H 4.85640 -4.46103 -3.30582 0.013 -0.008 0.003 0.336
H 6.19371 -3.31061 -3.32620 0.004 -0.012 0.000 0.298
H 3.81075 -3.33366 -5.25742 -0.004 0.028 -0.022 0.491
H 5.13731 -2.19619 -5.35680 -0.058 0.020 -0.040 0.474
H 2.28149 -3.30521 -3.62183 0.009 -0.012 0.030 0.597
H 3.48016 2.02260 -1.54275 0.019 -0.014 0.027 0.535
H 6.36034 -0.99320 -4.19291 -0.008 -0.029 0.032 0.616
H 7.52046 2.81362 -5.01963 -0.049 -0.010 -0.035 0.239
H 7.16838 1.18924 -5.63382 0.008 0.011 -0.018 0.458
H 9.49785 1.91504 -6.24771 0.039 0.078 0.039 0.418
H 9.50158 0.48544 -5.18500 0.072 0.016 0.017 0.362
H 9.82409 3.26544 -4.27697 0.100 0.027 -0.022 0.398
H 11.06169 2.18692 -4.44303 0.002 0.014 -0.001 0.357
H 10.38980 2.32114 -2.13720 0.021 0.060 -0.063 0.430
H 10.00598 0.71690 -2.81417 0.068 0.011 -0.059 0.363
H 8.07078 3.07725 -2.61554 -0.031 0.001 0.047 0.389
H 8.03501 1.63651 -1.59325 0.022 0.041 0.028 -0.078
S 0.87448 2.64497 -2.25220 -0.033 0.324 -0.267 -0.015
C 0.12308 3.93994 -2.93011 -0.066 -0.011 -0.194 0.190
N -0.20749 4.07832 -4.23854 0.140 -0.029 -0.013 -0.253
C -0.37716 5.44764 -4.70161 -0.124 0.011 0.053 -0.667
C -1.01172 6.19669 -3.53168 -0.039 -0.085 0.138 -0.480
S -0.42502 5.33618 -2.03480 0.181 0.084 0.013 -0.127
H 0.17921 3.38026 -4.85630 0.031 0.034 -0.017 0.294
H -1.01582 5.47088 -5.58322 0.008 0.023 -0.008 0.323
H 0.59127 5.89096 -4.95402 0.007 -0.011 -0.007 0.268
H -2.09891 6.15705 -3.55584 0.002 -0.007 -0.045 0.326
H -0.68502 7.23194 -3.48501 -0.064 0.022 -0.064 0.406
C 0.74460 1.70569 1.14574 -0.087 -0.047 -0.404 1.081
Ge 2.20108 2.44511 2.20893 -0.093 0.064 -0.100 2.098
C 2.75403 4.22370 1.57910 0.014 0.068 0.024 0.041
C 3.61462 5.00020 2.36171 0.034 -0.084 -0.079 -0.906
C 3.97586 6.28190 1.97493 0.003 0.001 0.003 -0.905
C 3.50061 6.80394 0.77721 0.019 -0.009 0.025 -0.691
C 2.68018 6.03203 -0.02998 0.000 0.008 -0.008 -0.795
C 2.30859 4.75240 0.37124 -0.028 0.035 0.024 0.570
C 3.96739 1.57201 2.38301 0.069 0.098 0.026 0.369
C 4.47993 1.19730 3.62349 0.007 -0.010 -0.022 -0.311
C 5.78883 0.74521 3.75467 0.001 -0.014 0.005 -0.700
C 6.61396 0.66094 2.64312 -0.002 0.022 0.009 -0.839
C 6.12722 1.05754 1.40298 -0.025 -0.068 -0.007 -0.237
C 4.82264 1.51150 1.28259 0.008 0.013 0.017 -0.180
C 1.61386 2.65590 4.07868 -0.053 -0.047 0.032 0.221
C 1.21894 1.52384 4.79063 0.089 0.007 0.002 -0.451
C 0.74548 1.61318 6.09163 0.014 -0.013 0.001 -0.813
C 0.66730 2.85042 6.71549 -0.064 0.014 -0.022 -0.836
C 1.06557 3.98734 6.02733 0.019 0.014 -0.005 -0.706
C 1.53002 3.88878 4.72202 0.037 -0.029 -0.011 -0.505
H 4.01460 4.58890 3.28316 -0.026 0.050 0.033 0.485
H 4.61714 6.87923 2.61178 0.028 -0.013 -0.021 0.420
H 3.77170 7.80899 0.47803 0.002 -0.001 -0.001 0.409
H 2.31015 6.43098 -0.96708 0.005 -0.021 -0.004 0.432
H 1.67220 4.15119 -0.26794 -0.047 0.027 0.041 -0.608
H 3.85403 1.26565 4.50518 0.010 0.000 0.012 0.331
H 6.17213 0.47382 4.73089 -0.028 -0.031 0.000 0.430
H 7.63285 0.30858 2.74775 0.004 0.013 -0.005 0.362
H 6.77448 1.02578 0.53175 -0.021 -0.029 -0.019 0.258
H 4.46589 1.84509 0.31659 0.020 0.017 0.020 0.001
H 1.28541 0.54918 4.32170 -0.040 -0.007 0.009 0.517
H 0.43805 0.71844 6.62036 -0.003 0.001 -0.007 0.457
H 0.28724 2.93002 7.72612 0.029 -0.007 0.010 0.375
H 1.01350 4.95725 6.50673 -0.025 -0.001 -0.003 0.412
H 1.81653 4.79241 4.19781 -0.028 0.014 0.005 0.432
```
Forces are in eV/Å.